# 1
ORCA calculation (wB97M-V/def2-TZVPD) on a cluster of 2 separate species, C9H14O in total.

CARTESIAN COORDINATES (ANGSTROEM)
C1 1.54399 1.25043 -1.20369
C2 1.07892 1.03506 0.20899
C3 0.69365 2.12644 0.99488
C4 0.25329 1.91810 2.28904
C5 0.09874 0.62916 2.78912
C6 0.43388 -0.45602 1.97832
C7 1.03649 -0.24311 0.73820
H1 1.72500 2.27807 -1.39702
H2 0.86385 0.84099 -1.94550
H3 2.49685 0.73966 -1.39600
H4 0.88915 3.12067 0.61669
H5 -0.06378 2.70854 2.95223
H6 -0.34484 0.36390 3.73718
H7 0.16793 -1.44208 2.33680
H8 1.60604 -1.06348 0.31412
C8 -1.92068 -0.98377 -1.10519
C9 -1.72465 -2.19452 -1.96423
O1 -0.66519 -2.04502 -2.91414
H9 -2.40148 -1.30264 -0.16834
H10 -2.53453 -0.15200 -1.44139
H11 -0.98741 -0.60048 -0.73917
H12 -1.41134 -3.01438 -1.31682
H13 -2.60887 -2.60556 -2.45612
H14 -0.98022 -1.50511 -3.63985

Summary:
Relative energy (zero: lowest compared OMol25 entry of this formula, charge and spin), kJ/mol: 74.00
HOMO-LUMO gap, eV: 9.94
Net charge: 0
2S+1: 1
Calculated total energy, hartree: -426.54460
LUMO, eV: 0.941
SMILES: Cc1ccccc1.CCO

---

# 2
ORCA calculation (wB97M-V/def2-TZVPD) on a cluster of 2 separate species, C9H14O in total.

CARTESIAN COORDINATES (ANGSTROEM)
C1 -2.33429 0.37874 -1.58135
C2 -1.18729 0.93122 -0.75850
C3 -0.95707 0.22380 0.43544
C4 0.10377 0.52341 1.26225
C5 1.03236 1.47719 0.85034
O1 2.09674 1.77213 1.63597
C6 0.83084 2.12863 -0.34167
C7 -0.28716 1.91650 -1.15063
H1 -3.19795 0.26949 -0.89973
H2 -2.17359 -0.62437 -1.95837
H3 -2.73755 0.97232 -2.40210
H4 -1.61482 -0.49503 0.89816
H5 0.13053 0.06657 2.26737
H6 2.47285 2.63164 1.37860
H7 1.42589 2.93248 -0.76126
H8 -0.53833 2.55736 -1.98904
C8 0.17786 -3.02946 -0.21534
C9 0.51872 -4.51262 0.04502
H9 -0.44928 -3.10407 -1.09416
H10 -0.19776 -2.37944 0.55713
H11 1.06933 -2.53718 -0.58502
H12 -0.42425 -5.08205 0.08938
H13 0.93308 -4.46509 1.08484
H14 1.14909 -4.92496 -0.75067

Summary:
Relative energy (zero: lowest compared OMol25 entry of this formula, charge and spin), kJ/mol: 87.08
HOMO-LUMO gap, eV: 9.27
Net charge: 0
2S+1: 1
Calculated total energy, hartree: -426.53962
LUMO, eV: 0.875
SMILES: Cc1ccc(O)cc1.CC

---

# 3
ORCA calculation (wB97M-V/def2-TZVPD) on a cluster of 2 separate species, C9H14O in total.

CARTESIAN COORDINATES (ANGSTROEM)
C1 -1.34323 -1.58929 0.97690
C2 0.02407 -2.05278 0.60813
C3 0.52623 -1.18103 -0.51506
C4 1.55422 -0.32183 -0.10944
C5 1.90252 0.67053 -1.07635
C6 1.41858 0.64641 -2.38950
C7 0.48620 -0.30472 -2.77398
C8 0.02900 -1.18221 -1.81452
H1 -1.59426 -0.71351 0.46183
H2 -1.62743 -1.27791 2.00925
H3 -2.27078 -2.22579 0.76094
H4 0.55865 -2.14490 1.58629
H5 -0.09528 -3.01394 0.15888
H6 2.07167 -0.53015 0.88681
H7 2.69603 1.38501 -0.76547
H8 1.62334 1.38211 -3.07697
H9 0.07965 -0.49786 -3.81873
H10 -0.78669 -1.84801 -2.08532
C9 -0.91737 2.04507 2.49855
O1 -2.25787 2.68617 2.67035
H11 -0.20177 2.79100 2.14130
H12 -0.51504 1.71701 3.48861
H13 -1.06285 1.24591 1.83459
H14 -2.89364 1.86074 2.62688

Summary:
Relative energy (zero: lowest compared OMol25 entry of this formula, charge and spin), kJ/mol: 201.44
HOMO-LUMO gap, eV: 9.97
Net charge: 0
2S+1: 1
Calculated total energy, hartree: -426.49606
LUMO, eV: 0.806
SMILES: CCc1ccccc1.CO

---

# 4
ORCA calculation (wB97M-V/def2-TZVPD) on a cluster of 2 separate species, C9H14O in total.

CARTESIAN COORDINATES (ANGSTROEM)
C1 2.59660 1.02906 0.28898
C2 1.60322 0.00531 -0.16252
C3 0.25435 0.08854 0.17773
C4 -0.63871 -0.84840 -0.29466
C5 -0.20514 -1.81447 -1.19833
O1 -1.14986 -2.74281 -1.56777
C6 1.11770 -1.88971 -1.60493
C7 2.01855 -1.02966 -1.00436
H1 3.60378 0.62174 0.30344
H2 2.38228 1.42830 1.28738
H3 2.56798 1.96272 -0.28268
H4 -0.06378 0.95829 0.74102
H5 -1.68680 -0.92000 -0.04825
H6 -0.72944 -3.41877 -2.10890
H7 1.36014 -2.61978 -2.36525
H8 3.09687 -1.10796 -1.00351
C8 -2.55379 2.87031 1.43938
C9 -2.09634 2.89995 2.90388
H9 -3.62663 3.04272 1.39105
H10 -2.05203 3.63597 0.89581
H11 -2.27808 1.97276 0.88289
H12 -1.85638 3.93485 3.18456
H13 -2.94972 2.70032 3.55023
H14 -1.20274 2.34107 3.16052

Summary:
Relative energy (zero: lowest compared OMol25 entry of this formula, charge and spin), kJ/mol: 55.67
HOMO-LUMO gap, eV: 9.22
Net charge: 0
2S+1: 1
Calculated total energy, hartree: -426.55158
LUMO, eV: 0.888
SMILES: Cc1ccc(O)cc1.CC

---

# 5
ORCA calculation (wB97M-V/def2-TZVPD) on a cluster of 2 separate species, C9H14O in total.

CARTESIAN COORDINATES (ANGSTROEM)
C1 1.87118 1.91731 -1.28542
C2 1.11249 0.65239 -0.82496
C3 1.10008 0.33866 0.52958
C4 0.83971 -0.91730 0.96312
C5 0.36372 -1.81262 0.06805
O1 -0.10108 -3.00595 0.59908
C6 0.14269 -1.49909 -1.32060
C7 0.55387 -0.26742 -1.85067
H1 1.71616 2.00223 -2.28942
H2 2.89563 2.14746 -0.82450
H3 1.38734 2.86070 -0.89709
H4 1.39708 1.25342 1.11499
H5 0.97419 -1.32273 1.89698
H6 0.53563 -3.65613 0.25442
H7 -0.14723 -2.25561 -1.99831
H8 0.39228 -0.00576 -2.84956
C8 -2.47799 2.60169 1.22834
C9 -2.42825 1.00848 1.33238
H9 -3.32555 3.08364 0.73005
H10 -2.29470 2.92137 2.25597
H11 -1.72924 3.06463 0.65041
H12 -2.73178 0.68296 2.37555
H13 -3.19176 0.52707 0.76744
H14 -1.53433 0.61174 0.98152

Summary:
Relative energy (zero: lowest compared OMol25 entry of this formula, charge and spin), kJ/mol: 200.85
HOMO-LUMO gap, eV: 9.38
Net charge: 0
2S+1: 1
Calculated total energy, hartree: -426.49629
LUMO, eV: 0.871
SMILES: Cc1ccc(O)cc1.CC

---

# 6
ORCA calculation (wB97M-V/def2-TZVPD) on a cluster of 2 separate species, C9H14O in total.

CARTESIAN COORDINATES (ANGSTROEM)
C1 -1.57819 -0.10943 -3.14001
C2 -1.14107 0.24083 -1.77554
C3 -1.62009 -0.43477 -0.66507
C4 -1.08587 -0.09097 0.59918
C5 -0.17474 0.92879 0.73066
O1 0.48673 1.18183 1.89927
C6 0.24906 1.68569 -0.39313
C7 -0.25129 1.31352 -1.61000
H1 -0.75253 -0.12435 -3.86863
H2 -2.25264 0.62693 -3.58711
H3 -1.99955 -1.10813 -3.26047
H4 -2.36887 -1.19673 -0.80803
H5 -1.59061 -0.39535 1.51532
H6 0.05131 0.63082 2.55936
H7 1.00276 2.43600 -0.20996
H8 0.05921 1.79932 -2.53009
C8 2.04980 -1.85538 2.53553
C9 2.17017 -1.81543 1.05041
H9 1.88551 -0.85432 2.96617
H10 1.33819 -2.53394 2.99521
H11 3.02781 -1.99614 3.01200
H12 1.28597 -1.32606 0.62944
H13 3.05499 -1.33580 0.62955
H14 2.21435 -2.78268 0.53495

Summary:
Relative energy (zero: lowest compared OMol25 entry of this formula, charge and spin), kJ/mol: 57.37
HOMO-LUMO gap, eV: 9.26
Net charge: 0
2S+1: 1
Calculated total energy, hartree: -426.55093
LUMO, eV: 0.932
SMILES: Cc1ccc(O)cc1.CC

---

# 7
ORCA calculation (wB97M-V/def2-TZVPD) on a cluster of 2 separate species, C9H14O in total.

CARTESIAN COORDINATES (ANGSTROEM)
C1 -2.55797 0.66464 2.58868
C2 -1.15515 0.89507 2.09816
C3 -0.54876 -0.01166 1.22707
C4 0.73547 0.19845 0.76165
C5 1.44716 1.32704 1.15674
C6 0.85736 2.22788 2.02618
C7 -0.43375 2.01317 2.49351
H1 -2.67945 1.00425 3.61876
H2 -2.80519 -0.39489 2.54945
H3 -3.30014 1.18058 1.97762
H4 -1.10517 -0.89814 0.93057
H5 1.21639 -0.50681 0.09665
H6 2.45231 1.48572 0.78517
H7 1.41152 3.09917 2.34736
H8 -0.86390 2.72949 3.18407
C8 1.11464 -2.21485 -3.84792
C9 0.95669 -1.43083 -2.54903
O1 0.00674 -0.38122 -2.68374
H9 1.91260 -2.95063 -3.72267
H10 1.36544 -1.53573 -4.66030
H11 0.19939 -2.75830 -4.08466
H12 0.67082 -2.11596 -1.74384
H13 1.91873 -0.98431 -2.29627
H14 -0.81580 -0.64214 -2.25318

Summary:
Relative energy (zero: lowest compared OMol25 entry of this formula, charge and spin), kJ/mol: 33.51
HOMO-LUMO gap, eV: 9.85
Net charge: 0
2S+1: 1
Calculated total energy, hartree: -426.56002
LUMO, eV: 0.817
SMILES: Cc1ccccc1.CCO

---

# 8
ORCA calculation (wB97M-V/def2-TZVPD) on a cluster of 2 separate species, C9H14O in total.

CARTESIAN COORDINATES (ANGSTROEM)
C1 2.14194 2.84488 0.50296
C2 1.09792 2.07041 -0.43899
C3 1.64525 1.16608 -1.33207
C4 0.71090 0.39038 -2.07479
C5 -0.65374 0.71196 -1.88818
O1 -1.46250 -0.13801 -2.49832
C6 -1.11095 1.48540 -0.83482
C7 -0.18089 2.11739 -0.09449
H1 1.87049 3.89786 0.21855
H2 3.09641 2.94608 0.37400
H3 1.95278 2.50219 1.55540
H4 2.62525 0.75208 -1.36029
H5 1.07009 -0.42234 -2.68521
H6 -2.40189 -0.00198 -2.47106
H7 -2.05760 1.10595 -0.42098
H8 -0.58194 2.86564 0.60201
C8 -1.55940 -3.44231 1.33278
C9 -0.45877 -2.52901 1.81853
H9 -1.82579 -4.10435 2.04428
H10 -2.53487 -3.13841 0.94757
H11 -1.03069 -4.13345 0.57262
H12 0.41091 -3.14422 2.29023
H13 0.00900 -1.89184 1.15152
H14 -0.77191 -1.91036 2.68877

Summary:
Relative energy (zero: lowest compared OMol25 entry of this formula, charge and spin), kJ/mol: 274.42
HOMO-LUMO gap, eV: 9.07
Net charge: 0
2S+1: 1
Calculated total energy, hartree: -426.46826
LUMO, eV: 0.774
SMILES: Cc1ccc(O)cc1.CC

---

What is the formula in the fifth record?
C9H14O